A molecular structure, C27H22IrN3O4PS at a distorted geometry. Source: the Open Molecules 2025 dataset; level of theory: wB97M-V/def2-TZVPD.

XYZ file:
```
59
Properties=species:S:1:pos:R:3:forces:R:3:nbo_charge:R:1
Ir 2.2467 0.2360 -0.5793 -0.6 0.4 0.3 0.7466
O 2.7975 2.3377 1.9979 0.2 0.0 0.2 -0.4309
C 2.4653 2.7024 0.9318 -0.2 0.2 -0.5 0.8014
O 3.0123 2.1699 -0.2419 0.2 -0.4 -0.2 -0.4483
C 1.3474 3.6127 0.5328 -0.6 -0.6 0.7 -0.2385
C 1.0842 4.7916 1.2863 0.5 -0.1 -0.1 -0.0878
C -0.1077 5.4210 1.1451 -0.3 0.1 0.0 -0.1582
C -1.1234 4.8344 0.3584 0.1 0.2 0.0 -0.0698
C -0.9693 3.5841 -0.1959 0.1 -0.2 -0.4 -0.1523
C 0.2593 2.9266 -0.1332 -1.1 -0.4 1.3 -0.2562
P 0.2031 1.1262 -0.5463 0.1 0.2 -0.1 1.3316
C -0.6021 1.0696 -2.1395 0.1 -0.2 -0.1 -0.4860
C 0.1469 1.3719 -3.2844 -0.1 0.0 0.0 -0.1891
C -0.4703 1.3598 -4.5235 0.0 0.0 0.0 -0.1902
C -1.8212 1.0464 -4.6258 0.0 0.0 0.0 -0.1455
C -2.5632 0.7450 -3.4909 0.0 0.0 0.0 -0.1991
C -1.9584 0.7515 -2.2431 0.0 0.0 0.0 -0.1359
C -0.8575 0.4220 0.7168 0.0 -0.1 0.0 -0.4616
C -1.1721 1.1110 1.8895 0.2 0.0 0.1 -0.1654
C -1.9432 0.4979 2.8648 0.0 0.0 0.0 -0.1903
C -2.4070 -0.7960 2.6769 0.0 0.0 0.0 -0.1400
C -2.1042 -1.4879 1.5085 0.0 0.0 0.0 -0.1878
C -1.3311 -0.8845 0.5323 -0.1 0.1 0.0 -0.1893
H 1.8670 5.1726 1.9299 0.0 0.1 -0.1 0.2663
H -0.3047 6.3490 1.6649 0.0 0.0 0.0 0.2655
H -2.0723 5.3470 0.2592 0.0 0.0 0.0 0.2587
H -1.7906 3.1132 -0.7227 0.0 0.1 0.0 0.2462
H 1.1976 1.6307 -3.2082 0.0 0.0 0.0 0.2369
H 0.1015 1.6006 -5.4098 0.0 0.0 0.0 0.2470
H -2.2981 1.0390 -5.5972 0.0 0.0 0.0 0.2467
H -3.6146 0.5050 -3.5757 0.0 0.0 0.0 0.2438
H -2.5412 0.5140 -1.3620 0.0 0.0 0.0 0.2261
H -0.8125 2.1174 2.0600 0.0 0.0 0.0 0.2199
H -2.1815 1.0338 3.7738 0.0 0.0 0.0 0.2456
H -3.0128 -1.2681 3.4391 0.0 0.0 0.0 0.2471
H -2.4762 -2.4944 1.3580 0.0 0.0 0.0 0.2511
H -1.1280 -1.4170 -0.3860 0.0 0.0 -0.1 0.2207
S 1.1910 4.9926 -2.1551 -0.2 -0.5 0.5 0.1598
C 1.6583 3.7575 -1.2041 1.5 1.5 -2.1 -0.0287
N 2.5817 2.8660 -1.4832 -0.1 0.0 0.6 -0.2300
O 2.3128 -4.7578 4.3964 -0.1 0.0 0.0 -0.7173
C 1.2616 -5.2193 3.5865 0.1 0.1 0.0 0.1069
N 1.4294 -4.4662 2.3506 0.0 0.0 0.1 -0.6010
C 0.5085 -4.4963 1.3797 -0.2 -0.1 0.0 0.6395
O -0.5289 -5.1304 1.4316 0.1 0.1 0.0 -0.5837
C 0.7781 -3.6499 0.1591 -0.1 -0.2 -0.1 -0.1322
C 0.3105 -4.0946 -1.0744 0.0 0.0 0.0 -0.0628
C 0.4729 -3.2936 -2.1937 -0.1 -0.1 0.0 -0.2284
C 1.0463 -2.0479 -2.0486 0.1 0.0 0.2 0.0566
N 1.4621 -1.6030 -0.8484 0.3 -0.4 -0.2 -0.4834
C 1.3469 -2.4021 0.2345 0.1 0.2 -0.2 0.0527
H 2.3654 -5.2874 5.1982 0.0 0.0 0.0 0.4973
H 0.2775 -4.9988 4.0021 -0.1 0.0 0.0 0.1792
H 1.3306 -6.2900 3.3843 0.0 -0.1 0.0 0.1792
H 2.3336 -4.0398 2.2264 0.0 -0.1 0.0 0.4147
H -0.1833 -5.0571 -1.1300 0.0 0.0 0.0 0.2733
H 0.1402 -3.6149 -3.1705 0.0 0.0 0.0 0.2632
H 1.1674 -1.3714 -2.8843 0.0 0.0 0.0 0.2356
H 1.6721 -1.9875 1.1822 0.0 0.0 0.0 0.2306
```
Positions in Å, forces in eV/Å.

Calculated values
Net charge: +2
Strongest force on any atom, eV Å⁻¹: 2.92
Calculated total energy, Eh: -2350.4838
E_LUMO (spin up / spin down), eV: -7.735 / -8.529
ΔE to the lowest compared entry with this formula, charge and spin, kJ/mol: 261.41
Gap between HOMO and LUMO (spin up / spin down), eV: 6.7 / 5.8
2S+1: 2

A molecular structure, C27H22MnN5O3S2Se at a distorted geometry. Source: the Open Molecules 2025 dataset; level of theory: wB97M-V/def2-TZVPD.

XYZ file:
```
61
Properties=species:S:1:pos:R:3:forces:R:3:nbo_charge:R:1
Mn -1.6797 -2.1280 0.7213 1.4 0.8 0.9 1.4997
C 3.1380 -3.4376 -4.1939 -0.1 0.1 0.1 -0.5978
C 2.4109 -2.1816 -3.6900 0.0 0.0 -0.3 -0.0669
C 3.1298 -0.9133 -4.1747 -0.1 -0.1 0.1 -0.5996
C 1.0012 -2.1762 -4.2859 0.2 0.0 0.2 -0.6107
C 2.4230 -2.2038 -2.1702 -0.1 0.0 0.0 0.0398
C 3.6673 -2.1487 -1.5217 0.1 0.0 0.2 -0.1839
C 3.7959 -2.1749 -0.1501 0.1 0.0 -0.1 -0.1938
C 2.6413 -2.2475 0.6099 -0.6 0.0 0.0 -0.2344
S 2.4648 -2.2585 2.3430 -0.7 0.0 -0.4 0.4932
C 0.7451 -2.3069 2.1354 0.7 0.0 -0.5 0.1103
N 0.3250 -2.3235 0.8796 0.3 0.0 0.7 -0.6178
C 1.3778 -2.2923 -0.0043 1.0 0.1 -0.5 0.1960
C 1.2776 -2.2833 -1.3974 -0.1 0.0 0.1 -0.2632
C -0.2326 -2.2950 3.1848 -0.9 -0.1 -0.1 -0.0938
C 0.0981 -2.2353 4.5382 -0.1 0.0 -0.4 -0.1776
C -0.9090 -2.1926 5.4771 -0.2 0.0 0.1 -0.1916
C -2.2353 -2.2210 5.0648 0.3 0.0 0.1 -0.1745
C -2.5633 -2.2820 3.7182 -0.3 -0.1 -1.0 -0.2247
C -1.5807 -2.3242 2.7238 0.7 0.0 1.5 -0.1947
H 3.1338 -3.4650 -5.2810 0.0 0.0 -0.1 0.2175
H 2.6388 -4.3328 -3.8277 0.0 -0.1 0.0 0.2105
H 4.1709 -3.4677 -3.8586 0.1 0.0 0.0 0.2084
H 3.1144 -0.8665 -5.2612 0.0 0.0 -0.1 0.2186
H 4.1667 -0.8819 -3.8526 0.1 0.0 0.0 0.2080
H 2.6292 -0.0281 -3.7873 0.0 0.1 0.0 0.2207
H 1.0747 -2.1493 -5.3712 0.0 0.0 -0.1 0.2255
H 0.4439 -1.2967 -3.9713 -0.1 0.1 0.0 0.2115
H 0.4484 -3.0727 -4.0144 -0.1 -0.1 0.0 0.2054
H 4.5650 -2.0760 -2.1141 0.1 0.0 -0.1 0.2263
H 4.7659 -2.1320 0.3222 0.1 0.0 0.0 0.2349
H 0.2913 -2.3394 -1.8427 0.0 0.0 -0.1 0.2154
H 1.1364 -2.2109 4.8371 0.1 0.0 0.1 0.2239
H -0.6664 -2.1300 6.5268 0.0 0.0 0.1 0.2305
H -3.0212 -2.1959 5.8061 -0.1 0.0 0.0 0.2309
H -3.6095 -2.3156 3.4382 0.0 0.0 0.0 0.2321
O 1.3175 5.6146 -1.6273 0.4 -0.2 -0.3 -1.0050
S 0.8242 6.7661 -0.9126 -1.8 -0.5 1.2 2.4028
O 1.5929 7.1748 0.2448 0.7 0.3 -0.1 -1.0017
O 0.2226 7.8037 -1.7134 0.4 0.3 -0.3 -0.9886
C -0.6503 6.1008 0.0247 2.3 0.9 -1.6 0.1600
N -1.4772 6.9703 0.5409 -1.3 0.7 0.8 -0.3890
C -2.4799 6.4707 1.2502 0.3 0.0 -0.2 0.0762
C -2.6474 5.1015 1.4203 0.1 -0.6 0.0 -0.2857
C -1.7071 4.2672 0.8086 0.0 1.6 0.1 0.1457
N -0.6929 4.8085 0.1211 -0.8 -2.0 0.5 -0.4353
C -1.7553 2.8062 0.7974 -0.1 -0.7 -0.1 0.0370
C -2.7224 2.0496 1.4634 0.2 0.0 -0.2 -0.2273
C -2.7270 0.6799 1.3118 -0.1 -0.2 0.0 0.0560
N -1.8330 0.0149 0.5606 0.2 0.1 0.0 -0.5986
C -0.8907 0.7438 -0.0606 0.1 0.2 -0.1 0.0271
C -0.8136 2.1152 0.0269 -0.2 -0.1 0.1 -0.1620
H -3.1673 7.1887 1.6801 -0.1 -0.1 0.1 0.1964
H -3.4718 4.7144 1.9964 -0.2 0.0 0.1 0.2058
H -3.4730 2.5141 2.0809 -0.1 0.0 0.0 0.2326
H -3.4800 0.0700 1.7954 0.0 0.0 0.0 0.2099
H -0.1773 0.1993 -0.6694 0.0 0.0 0.0 0.1981
H -0.0570 2.6779 -0.4982 0.1 0.1 -0.1 0.2828
Se -6.3011 -2.3131 0.6558 -0.5 0.0 0.0 0.0571
C -4.5981 -2.4464 0.5869 0.5 0.1 0.1 0.1718
N -3.4101 -2.5053 0.5615 -2.0 -0.6 -0.4 -0.7999
```
Positions in Å, forces in eV/Å.

Calculated values
Net charge: 0
Strongest force on any atom, eV Å⁻¹: 2.93
Calculated total energy, Eh: -5890.3617
E_LUMO (spin up / spin down), eV: -3.073 / -2.366
ΔE to the lowest compared entry with this formula, charge and spin, kJ/mol: 47.71
Gap between HOMO and LUMO (spin up / spin down), eV: 4.2 / 4.9
2S+1: 5

A molecular structure, C27H22N4O8Ti at a distorted geometry. Source: the Open Molecules 2025 dataset; level of theory: wB97M-V/def2-TZVPD.

XYZ file:
```
62
Properties=species:S:1:pos:R:3:forces:R:3:nbo_charge:R:1
Ti -0.3969 -0.1792 -0.3923 0.1 0.2 -1.2 1.7663
C 2.8510 1.6083 1.4750 0.1 0.0 -0.1 -0.2515
O 1.4710 1.4198 1.6935 -0.1 0.0 0.5 -0.5007
C 0.7196 2.5488 1.7401 -0.1 0.0 -0.1 0.3696
C 1.2434 3.7942 2.0465 -0.1 0.1 0.1 -0.3089
C 0.4183 4.9122 2.0959 0.1 0.0 0.0 -0.2051
C -0.9319 4.7824 1.8301 0.0 0.0 0.0 -0.2483
C -1.4550 3.5418 1.4925 -0.1 0.1 0.1 -0.2257
C -0.6469 2.4099 1.4260 0.2 0.0 -0.1 0.0617
N -1.1437 1.1623 1.0116 -0.1 0.1 0.3 -0.4172
N -2.4821 1.1295 1.0963 -0.1 -0.2 0.0 -0.3151
C -3.1194 -0.0649 0.9735 -0.1 0.1 0.0 0.1041
C -2.4881 -1.3155 0.9235 0.0 0.0 0.2 0.2619
O -1.1542 -1.3751 0.8261 0.1 -0.4 0.3 -0.6848
C -3.2412 -2.5042 0.9403 0.0 0.0 0.0 -0.2188
C -4.6044 -2.4743 0.9568 0.0 0.0 0.0 -0.2231
C -5.2986 -1.2327 0.9523 0.0 0.0 0.0 0.0177
C -6.7103 -1.1750 0.9283 0.0 0.0 0.0 -0.1968
C -7.3697 0.0233 0.9172 0.0 0.0 0.0 -0.2399
C -6.6349 1.2248 0.9317 0.0 0.0 0.0 -0.2317
C -5.2653 1.1976 0.9563 0.0 0.0 0.0 -0.1829
C -4.5640 -0.0281 0.9654 0.0 0.0 0.0 -0.0871
H 3.3358 2.0899 2.3311 0.0 -0.1 0.0 0.1551
H 3.0181 2.2003 0.5714 0.0 0.0 0.0 0.2082
H 3.2723 0.6182 1.3382 0.0 -0.1 0.0 0.1921
H 2.3012 3.9052 2.2358 0.0 0.0 0.0 0.2130
H 0.8454 5.8791 2.3282 0.0 0.0 0.0 0.1988
H -1.5837 5.6462 1.8636 0.0 0.0 0.0 0.2000
H -2.5040 3.4274 1.2597 0.0 0.0 0.0 0.2325
H -2.6984 -3.4405 0.9068 0.0 0.0 0.0 0.2169
H -5.1746 -3.3952 0.9472 0.0 0.0 0.0 0.2002
H -7.2647 -2.1066 0.9112 0.0 0.0 0.0 0.1973
H -8.4522 0.0501 0.8926 0.0 0.0 0.0 0.2001
H -7.1557 2.1746 0.9265 0.0 0.0 0.0 0.2000
H -4.6906 2.1132 0.9713 0.0 0.0 0.0 0.2254
O -3.7596 -0.9607 -2.5792 0.0 0.0 0.0 -0.6079
C -2.7531 -0.4824 -2.1039 0.1 0.0 -0.1 0.7681
O -1.7088 -1.1054 -1.6483 -0.1 0.1 0.3 -0.6929
C -2.5337 1.0166 -2.0520 -0.1 -0.1 -0.1 0.1136
C -3.4136 2.0279 -2.3870 0.2 0.1 -0.1 -0.2091
C -2.9237 3.3297 -2.3648 0.0 0.0 0.0 -0.1567
C -1.5950 3.5845 -2.0296 0.0 0.0 0.0 -0.2116
C -0.8023 2.5134 -1.6633 0.0 0.1 0.0 0.1361
N -1.2971 1.2853 -1.6692 0.0 0.2 0.2 -0.4355
C 0.6507 2.5104 -1.2173 -0.1 -0.2 -0.1 0.7688
O 1.3411 3.5059 -1.3287 0.1 0.1 0.0 -0.6395
O 0.9981 1.3447 -0.7855 -0.2 0.1 -0.2 -0.7202
H -4.4305 1.7831 -2.6582 0.0 0.0 0.0 0.2445
H -3.5786 4.1547 -2.6173 0.0 0.0 0.0 0.2133
H -1.1757 4.5806 -2.0220 0.0 0.0 0.0 0.2420
N 1.6636 -1.7013 2.0747 0.0 0.1 0.1 -0.8442
C 2.0390 -2.8654 1.2920 0.0 0.0 -0.1 -0.2111
C 2.7633 -2.4255 0.0054 -0.1 -0.1 0.0 -0.5128
C 1.7803 -2.2599 -1.1373 -0.2 0.1 -0.3 0.8197
O 1.7458 -3.0400 -2.0593 0.1 0.0 0.0 -0.5982
O 0.9398 -1.2348 -1.0692 0.7 -0.4 0.5 -0.6996
H 2.3417 -1.4769 2.7894 -0.1 0.0 0.0 0.3548
H 0.7449 -1.7647 2.4839 -0.1 0.0 0.0 0.3849
H 1.1322 -3.4098 1.0197 0.0 0.0 0.0 0.2054
H 2.6697 -3.5698 1.8469 0.0 0.0 0.0 0.1673
H 3.4890 -3.1718 -0.3164 0.0 0.0 0.0 0.2166
H 3.2728 -1.4838 0.2036 0.0 0.1 0.0 0.2208
```
Positions in Å, forces in eV/Å.

Calculated values
Net charge: -1
Strongest force on any atom, eV Å⁻¹: 1.20
Calculated total energy, Eh: -2712.7774
E_LUMO (spin up / spin down), eV: 2.300 / 2.194
ΔE to the lowest compared entry with this formula, charge and spin, kJ/mol: 161.75
Gap between HOMO and LUMO (spin up / spin down), eV: 5.8 / 7.0
2S+1: 2

A molecular structure, C27H22N5O4RuS4 at a distorted geometry. Source: the Open Molecules 2025 dataset; level of theory: wB97M-V/def2-TZVPD.

XYZ file:
```
63
Properties=species:S:1:pos:R:3:forces:R:3:nbo_charge:R:1
Ru 0.3364 0.0818 -0.1140 3.3 -0.6 3.0 0.8047
O 7.3446 0.8454 0.0838 -0.1 0.0 0.0 -0.5613
C 6.1513 0.7214 0.0684 0.1 0.0 0.0 0.2036
S 5.1505 0.9260 -1.3850 0.0 0.0 0.0 0.3315
C 3.6131 0.5974 -0.6106 0.0 0.2 -0.5 -0.4330
C 3.6300 0.3131 0.6816 0.2 0.0 0.7 -0.4470
S 2.2068 -0.0786 1.5928 -1.4 -0.2 -0.6 -0.0392
S 5.1825 0.3057 1.4996 0.0 0.0 0.0 0.3149
S 2.1733 0.6717 -1.5791 -1.1 -0.1 -0.3 -0.0166
C 0.2226 -1.6922 4.0849 0.0 0.0 0.0 -0.7077
C -0.3833 -0.7811 3.0507 -0.1 -0.1 0.0 0.7130
O -0.5678 -1.1450 1.8910 -0.2 0.0 0.0 -0.6562
N -0.7526 0.4412 3.4829 0.0 0.1 0.0 -0.5959
C -1.3154 1.4439 2.5897 0.1 0.0 0.0 -0.2567
C -0.2956 2.4582 2.1595 0.0 0.0 -0.1 0.2468
C -0.1644 3.6644 2.8289 0.0 0.0 0.1 -0.2392
C 0.7625 4.5892 2.3855 0.0 0.0 0.0 -0.1498
C 1.5230 4.2817 1.2711 0.0 0.0 0.0 -0.2415
C 1.3417 3.0524 0.6636 0.0 0.0 0.1 0.0603
N 0.4665 2.1493 1.1095 -0.2 0.0 -0.6 -0.4128
H 0.6632 -2.5471 3.5813 0.0 0.0 0.0 0.2480
H -0.5504 -2.0358 4.7740 0.0 0.0 0.0 0.2344
H 0.9964 -1.1719 4.6510 0.0 0.0 0.0 0.2334
H -0.4405 0.7341 4.3931 0.0 0.0 0.0 0.3994
H -2.1549 1.9376 3.0759 0.0 0.0 0.0 0.2192
H -1.6763 0.9285 1.7047 -0.1 0.0 0.0 0.2438
H -0.8066 3.8817 3.6733 0.0 0.0 0.0 0.2165
H 0.8772 5.5397 2.8905 0.0 0.0 0.0 0.2193
H 2.2455 4.9779 0.8682 0.0 0.0 0.0 0.2258
H 1.9113 2.7708 -0.2130 0.0 0.0 0.0 0.2323
C -3.9489 -1.4556 -1.2408 0.0 0.0 0.1 -0.2379
C -2.8900 -0.7220 -0.6873 -0.1 -0.1 0.1 0.0837
N -1.6531 -1.1678 -0.6664 -0.2 0.6 0.0 -0.4170
C -1.3911 -2.3700 -1.1908 0.0 0.0 0.0 0.1359
C -2.3735 -3.1802 -1.7665 -0.1 -0.1 -0.1 -0.0063
C -3.6885 -2.6877 -1.7806 0.0 0.0 0.0 -0.1548
C -2.0065 -4.4521 -2.3231 0.0 0.1 0.0 -0.1891
C -0.7244 -4.8635 -2.2950 0.1 0.0 0.0 -0.1797
C 0.3008 -4.0492 -1.6996 0.0 -0.1 0.0 -0.1055
C 1.6443 -4.4505 -1.6474 0.0 -0.1 -0.1 -0.1072
C 2.5605 -3.6364 -1.0449 0.0 0.0 0.2 -0.2512
C 2.1361 -2.4231 -0.4900 0.0 -0.1 -0.1 0.1175
N 0.8807 -2.0133 -0.5343 -0.1 0.9 -0.8 -0.3835
C -0.0327 -2.8111 -1.1431 0.2 -0.1 0.1 0.2532
H -4.9481 -1.0424 -1.2344 0.0 0.0 0.0 0.2270
H -3.0609 0.2534 -0.2502 0.0 0.0 0.0 0.2208
H -4.4774 -3.2869 -2.2193 0.0 0.0 0.0 0.2200
H -2.7797 -5.0613 -2.7744 0.0 0.0 0.0 0.2175
H -0.4369 -5.8154 -2.7246 0.0 0.0 0.0 0.2202
H 1.9336 -5.3993 -2.0836 0.0 0.0 0.0 0.2202
H 3.6034 -3.9111 -0.9765 0.0 0.0 0.0 0.2343
H 2.8365 -1.7773 0.0124 0.0 0.0 -0.1 0.2438
O -2.2642 3.3617 0.2030 -0.1 0.0 0.0 -0.6446
C -1.9312 2.8587 -0.8565 0.1 -0.2 0.1 0.6828
C -2.3356 3.3921 -2.2341 0.1 0.0 0.0 -0.5165
C -1.5983 2.4837 -3.2165 0.0 0.1 0.1 -0.5038
C -0.9837 1.4385 -2.3064 -0.1 -0.1 0.0 0.6795
O -0.3662 0.4380 -2.6572 -0.4 0.1 -0.7 -0.6536
N -1.1814 1.7200 -0.9952 0.3 -0.2 -0.5 -0.7203
H -2.0686 4.4455 -2.3060 0.0 0.0 0.0 0.2326
H -3.4206 3.3206 -2.3202 0.0 0.0 0.0 0.2267
H -0.7914 2.9947 -3.7425 0.0 0.0 0.0 0.2368
H -2.2336 2.0078 -3.9621 0.0 0.0 0.0 0.2289
```
Positions in Å, forces in eV/Å.

Calculated values
Net charge: 0
Strongest force on any atom, eV Å⁻¹: 4.50
Calculated total energy, Eh: -3304.5698
E_LUMO (spin up / spin down), eV: -0.550 / -0.556
ΔE to the lowest compared entry with this formula, charge and spin, kJ/mol: 273.34
Gap between HOMO and LUMO (spin up / spin down), eV: 6.1 / 6.1
2S+1: 2